No. 1
DFT (ωB97M-V/def2-TZVPD) results for a 13-piece molecular cluster, C36H72O47S8 overall at a distorted geometry.

Properties
Lowest unoccupied orbital energy (eV): 0.026
Max |F| (eV/A): 5.74
Charge: 0
Highest occupied orbital energy (eV): -9.70
Electronic energy (eV): -221400.4080

Cartesian coordinates (Å):
1 C 3.794 2.188 0.521
2 C 4.914 1.491 -0.149
3 O 4.882 1.203 -1.556
4 C 5.898 1.306 -2.283
5 O 7.041 1.466 -1.879
6 O 5.465 1.245 -3.528
7 C 6.307 1.567 -4.567
8 H 3.703 3.256 0.719
9 H 3.505 1.717 1.461
10 H 2.980 1.886 -0.139
11 H 5.147 0.491 0.218
12 H 5.846 2.012 0.068
13 H 6.641 2.603 -4.514
14 H 5.848 1.304 -5.520
15 H 7.156 0.887 -4.490
16 C -2.107 -0.661 -8.032
17 C -0.660 -0.220 -7.823
18 O -0.086 -0.420 -6.522
19 C 1.103 0.136 -6.074
20 O 1.774 0.905 -6.714
21 O 1.267 -0.282 -4.914
22 C 2.506 0.056 -4.259
23 H -2.735 0.056 -7.503
24 H -2.278 -1.710 -7.787
25 H -2.430 -0.420 -9.044
26 H -0.573 0.850 -8.012
27 H -0.076 -0.868 -8.475
28 H 2.410 -0.583 -3.381
29 H 2.620 1.117 -4.039
30 H 3.456 -0.160 -4.747
31 C -0.508 3.984 5.029
32 C -2.028 4.012 4.904
33 O -2.550 2.705 4.647
34 C -3.690 2.635 3.914
35 O -4.481 3.598 3.715
36 O -3.966 1.352 3.678
37 C -5.163 0.991 2.908
38 H -0.165 4.988 5.279
39 H 0.032 3.715 4.122
40 H -0.293 3.296 5.847
41 H -2.243 4.684 4.074
42 H -2.510 4.456 5.775
43 H -5.479 1.674 2.119
44 H -6.005 0.680 3.527
45 H -4.944 0.043 2.416
46 C -2.908 -0.523 -3.753
47 C -3.056 -1.689 -2.815
48 O -4.246 -1.537 -2.115
49 C -4.475 -2.231 -1.003
50 O -3.711 -2.913 -0.372
51 O -5.739 -2.084 -0.745
52 C -6.258 -2.498 0.460
53 H -3.744 -0.310 -4.418
54 H -2.104 -0.540 -4.489
55 H -2.803 0.378 -3.148
56 H -2.192 -1.571 -2.160
57 H -2.999 -2.708 -3.197
58 H -7.324 -2.602 0.258
59 H -6.028 -1.763 1.232
60 H -6.006 -3.473 0.879
61 C 3.086 -7.799 -4.037
62 C 2.949 -6.398 -3.564
63 O 1.800 -6.002 -2.832
64 C 1.286 -4.763 -2.868
65 O 1.700 -3.864 -3.567
66 O 0.378 -4.668 -1.857
67 C -0.458 -3.504 -1.722
68 H 4.053 -8.033 -4.485
69 H 2.265 -8.031 -4.716
70 H 3.047 -8.454 -3.167
71 H 3.068 -5.692 -4.385
72 H 3.839 -6.130 -2.995
73 H 0.101 -2.630 -1.389
74 H -1.114 -3.820 -0.911
75 H -0.973 -3.380 -2.674
76 C -1.078 2.795 -2.248
77 C -1.876 4.023 -2.754
78 O -2.246 3.799 -4.110
79 S -1.108 2.852 -4.871
80 O 0.186 3.438 -5.105
81 O -1.778 2.022 -5.892
82 O -0.932 1.979 -3.434
83 H -1.608 2.203 -1.502
84 H -0.088 3.070 -1.884
85 H -1.346 4.964 -2.603
86 H -2.793 4.139 -2.177
87 C -1.427 7.722 1.528
88 C -1.046 7.866 0.080
89 O -1.602 6.672 -0.523
90 S -1.408 5.404 0.595
91 O -0.208 4.570 0.309
92 O -2.680 4.740 0.854
93 O -1.123 6.404 1.894
94 H -2.492 7.927 1.639
95 H -0.873 8.503 2.048
96 H 0.007 7.700 -0.148
97 H -1.311 8.770 -0.468
98 C 0.148 1.248 7.408
99 C 0.643 -0.180 7.706
100 O -0.302 -1.088 7.108
101 S -1.415 -0.338 6.131
102 O -2.741 -0.186 6.714
103 O -1.437 -0.975 4.815
104 O -0.537 1.046 6.196
105 H 0.938 1.987 7.277
106 H -0.587 1.592 8.136
107 H 0.804 -0.195 8.784
108 H 1.604 -0.281 7.202
109 C 4.308 -2.560 0.356
110 C 3.664 -3.938 -0.087
111 O 4.172 -4.914 0.797
112 S 5.505 -4.439 1.740
113 O 6.701 -5.245 1.487
114 O 5.107 -4.219 3.135
115 O 5.553 -3.019 0.842
116 H 3.750 -2.218 1.228
117 H 4.447 -1.855 -0.464
118 H 3.806 -4.273 -1.115
119 H 2.578 -4.013 -0.036
120 C -1.315 -0.039 1.437
121 C -0.816 1.432 1.551
122 O 0.411 1.451 0.879
123 S 0.755 0.102 -0.075
124 O 1.798 -0.731 0.591
125 O 1.083 0.495 -1.451
126 O -0.751 -0.472 0.196
127 H -2.388 -0.170 1.302
128 H -1.006 -0.584 2.329
129 H -0.624 1.781 2.566
130 H -1.549 2.089 1.083
131 C -7.048 0.806 -1.460
132 C -6.455 1.292 -2.797
133 O -5.042 1.499 -2.464
134 S -4.892 1.852 -0.844
135 O -5.340 3.233 -0.623
136 O -3.532 1.408 -0.431
137 O -6.018 0.722 -0.559
138 H -7.365 -0.236 -1.487
139 H -7.840 1.460 -1.093
140 H -6.842 2.217 -3.225
141 H -6.460 0.588 -3.629
142 C 1.943 -3.584 3.240
143 C 0.748 -3.633 4.150
144 O -0.231 -4.467 3.545
145 S 0.012 -4.577 1.884
146 O -0.487 -3.340 1.280
147 O -0.263 -5.903 1.309
148 O 1.619 -4.438 2.196
149 H 2.826 -3.979 3.743
150 H 2.121 -2.572 2.876
151 H 0.217 -2.700 4.341
152 H 1.068 -4.016 5.119
153 C 4.421 -1.297 5.224
154 C 4.898 -0.694 3.903
155 O 3.664 -0.454 3.237
156 S 2.500 0.026 4.346
157 O 1.101 -0.226 3.897
158 O 2.884 1.374 4.827
159 O 3.035 -1.113 5.344
160 H 4.982 -0.810 6.022
161 H 4.654 -2.361 5.276
162 H 5.624 -1.239 3.301
163 H 5.260 0.311 4.119

These are the Mulliken partial charges, in e, on atoms 1 to 2: -0.0426 -0.3924

No. 2
DFT (ωB97M-V/def2-TZVPD) results for a 18-piece molecular cluster, C36H72O72S18 overall at a distorted geometry.

Properties
Lowest unoccupied orbital energy (eV): -0.244
Max |F| (eV/A): 5.26
Charge: 0
Highest occupied orbital energy (eV): -10.24
Electronic energy (eV): -380926.1613

Cartesian coordinates (Å):
1 C 0.056 4.064 -3.361
2 C 0.782 2.787 -3.006
3 O 1.074 1.985 -4.102
4 S 0.397 2.678 -5.437
5 O -0.327 1.647 -6.202
6 O 1.339 3.556 -6.201
7 O -0.631 3.630 -4.514
8 H 0.673 4.901 -3.690
9 H -0.779 4.377 -2.734
10 H 0.135 2.185 -2.368
11 H 1.728 2.995 -2.506
12 C -1.901 2.042 5.260
13 C -0.448 1.605 4.811
14 O -0.486 0.145 4.895
15 S -1.809 -0.561 5.655
16 O -1.324 -1.252 6.839
17 O -2.774 -1.111 4.781
18 O -2.267 0.960 6.101
19 H -2.656 2.165 4.484
20 H -1.840 2.933 5.884
21 H 0.421 1.790 5.442
22 H -0.355 1.889 3.763
23 C -0.339 -1.504 -0.738
24 C 0.994 -1.771 -0.098
25 O 1.335 -0.681 0.724
26 S 0.365 0.684 0.370
27 O 1.276 1.776 0.166
28 O -0.764 0.901 1.274
29 O -0.226 -0.140 -1.045
30 H -1.170 -1.665 -0.051
31 H -0.494 -1.948 -1.721
32 H 1.826 -2.043 -0.748
33 H 0.914 -2.652 0.538
34 C 0.092 -6.669 -4.068
35 C 1.421 -7.508 -3.919
36 O 1.263 -8.598 -4.796
37 S -0.240 -8.655 -5.483
38 O -1.119 -9.322 -4.531
39 O -0.068 -9.224 -6.799
40 O -0.382 -7.042 -5.333
41 H 0.230 -5.592 -4.160
42 H -0.720 -6.959 -3.402
43 H 1.454 -7.808 -2.872
44 H 2.280 -6.915 -4.234
45 C 5.253 -5.504 -4.150
46 C 6.553 -5.701 -3.426
47 O 6.748 -7.036 -3.155
48 S 5.808 -7.987 -4.142
49 O 5.169 -8.978 -3.282
50 O 6.523 -8.428 -5.304
51 O 4.752 -6.705 -4.506
52 H 5.474 -4.868 -5.006
53 H 4.512 -4.940 -3.584
54 H 6.673 -5.129 -2.506
55 H 7.345 -5.309 -4.064
56 C -8.113 -2.715 -3.840
57 C -7.542 -3.955 -4.458
58 O -6.465 -3.507 -5.227
59 S -5.979 -1.962 -4.942
60 O -6.513 -1.070 -5.916
61 O -4.522 -1.940 -4.610
62 O -6.958 -2.009 -3.616
63 H -8.539 -2.908 -2.856
64 H -8.878 -2.188 -4.412
65 H -8.169 -4.359 -5.253
66 H -7.416 -4.611 -3.597
67 C 5.036 3.240 6.237
68 C 6.250 3.197 5.277
69 O 5.976 2.021 4.570
70 S 4.387 1.811 4.148
71 O 4.104 0.386 4.020
72 O 3.990 2.698 3.065
73 O 4.062 2.418 5.654
74 H 4.655 4.246 6.415
75 H 5.327 2.662 7.113
76 H 7.267 3.070 5.647
77 H 6.212 4.031 4.576
78 C 4.518 1.257 -0.582
79 C 4.405 2.749 -0.623
80 O 5.133 3.166 -1.695
81 S 5.565 1.981 -2.761
82 O 6.969 2.154 -3.131
83 O 4.448 1.648 -3.734
84 O 5.512 0.845 -1.600
85 H 3.538 0.829 -0.792
86 H 4.698 1.003 0.463
87 H 4.679 3.362 0.235
88 H 3.355 2.998 -0.783
89 C 3.325 -0.758 -4.979
90 C 3.483 -1.142 -3.499
91 O 2.574 -2.222 -3.198
92 S 1.699 -2.645 -4.495
93 O 0.303 -2.602 -4.257
94 O 2.318 -3.896 -4.998
95 O 2.177 -1.399 -5.456
96 H 4.140 -1.220 -5.535
97 H 3.357 0.273 -5.332
98 H 3.145 -0.328 -2.856
99 H 4.495 -1.504 -3.316
100 C 1.284 9.601 0.576
101 C 2.491 9.876 -0.385
102 O 2.350 8.891 -1.420
103 S 1.517 7.525 -0.884
104 O 2.452 6.386 -0.780
105 O 0.215 7.316 -1.529
106 O 1.205 8.200 0.674
107 H 0.399 10.110 0.193
108 H 1.430 9.978 1.588
109 H 3.387 9.668 0.199
110 H 2.438 10.857 -0.858
111 C 1.366 8.182 4.042
112 C 1.575 7.081 5.173
113 O 2.215 5.972 4.669
114 S 3.013 6.295 3.250
115 O 2.349 5.632 2.170
116 O 4.450 6.191 3.460
117 O 2.562 7.929 3.314
118 H 1.536 9.240 4.240
119 H 0.596 7.925 3.315
120 H 0.642 6.784 5.652
121 H 2.072 7.577 6.006
122 C -5.229 -2.984 1.788
123 C -5.919 -1.762 1.110
124 O -6.026 -2.107 -0.285
125 S -5.768 -3.747 -0.640
126 O -4.946 -3.963 -1.749
127 O -7.026 -4.536 -0.624
128 O -4.943 -3.924 0.794
129 H -5.974 -3.521 2.375
130 H -4.362 -2.765 2.411
131 H -5.497 -0.775 1.300
132 H -6.961 -1.677 1.419
133 C 1.836 -1.742 3.757
134 C 2.058 -2.234 5.183
135 O 0.870 -2.793 5.507
136 S 0.343 -3.782 4.297
137 O -1.129 -3.915 4.326
138 O 1.059 -5.064 4.345
139 O 1.001 -2.774 3.163
140 H 2.801 -1.716 3.251
141 H 1.452 -0.740 3.568
142 H 2.247 -1.389 5.845
143 H 2.897 -2.916 5.318
144 C -7.551 3.869 2.937
145 C -7.012 4.994 2.053
146 O -5.676 4.832 1.741
147 S -5.357 3.206 1.714
148 O -3.950 2.899 2.108
149 O -5.906 2.501 0.526
150 O -6.427 2.936 3.010
151 H -8.392 3.316 2.519
152 H -7.965 4.235 3.877
153 H -7.113 5.879 2.680
154 H -7.595 4.895 1.137
155 C -4.631 0.501 -2.124
156 C -3.254 0.404 -1.634
157 O -2.546 1.448 -2.169
158 S -3.473 2.708 -2.674
159 O -3.237 3.071 -4.115
160 O -3.494 3.787 -1.663
161 O -4.886 1.887 -2.358
162 H -5.362 0.295 -1.341
163 H -4.715 -0.098 -3.031
164 H -2.741 -0.523 -1.889
165 H -3.255 0.540 -0.553
166 C -2.592 6.017 1.422
167 C -1.237 5.474 1.782
168 O -1.065 5.448 3.112
169 S -2.275 6.140 3.948
170 O -1.718 7.141 4.792
171 O -3.186 5.060 4.405
172 O -2.704 6.906 2.527
173 H -3.417 5.336 1.208
174 H -2.740 6.656 0.551
175 H -0.385 5.953 1.299
176 H -1.138 4.431 1.482
177 C -1.989 -5.164 1.256
178 C -2.747 -5.892 0.205
179 O -1.901 -6.401 -0.791
180 S -0.517 -5.551 -0.811
181 O -0.575 -4.423 -1.677
182 O 0.552 -6.508 -1.021
183 O -0.670 -5.146 0.791
184 H -2.234 -5.543 2.248
185 H -2.387 -4.149 1.252
186 H -3.407 -5.267 -0.397
187 H -3.362 -6.694 0.613
188 C 3.858 -6.747 0.544
189 C 2.673 -6.179 1.308
190 O 2.560 -4.837 0.912
191 S 3.863 -4.222 0.151
192 O 4.539 -3.152 0.883
193 O 3.549 -4.041 -1.275
194 O 4.702 -5.622 0.474
195 H 3.588 -7.192 -0.414
196 H 4.357 -7.473 1.185
197 H 2.664 -6.217 2.397
198 H 1.791 -6.711 0.951

These are the Mulliken partial charges, in e, on atoms 1 to 2: -0.0966 1.1341